(a)
Below is a cluster of 6 separate species, C16H44O6 in total, with properties calculated with ωB97M-V/def2-TZVPD.

Properties
Gap between HOMO and LUMO, eV: 10.47
SMILES: CC(C)O.CC(C)O.CC(C)O.CC(C)O.CC(C)O.CO

Each atom is followed by the atoms it is bonded to, with distances in Å.
Element x y z (Å)
1 C -0.1608 -1.8279 2.5453  C2 1.482, H5 1.090, H6 1.090, H7 1.090
2 C 1.0398 -2.3506 3.2403  C1 1.482, C3 1.483, O4 1.439, H8 1.090
3 C 2.1647 -1.3897 3.3456  C2 1.483, H9 1.090, H10 1.090, H11 1.090
4 O 0.7556 -2.7214 4.6015  C2 1.439, H12 0.960
5 H -0.8817 -2.6429 2.4811  C1 1.090
6 H 0.0063 -1.4862 1.5239  C1 1.090
7 H -0.6905 -1.1292 3.1930  C1 1.090
8 H 1.3373 -3.3217 2.8446  C2 1.090
9 H 2.7885 -1.2849 2.4579  C3 1.090
10 H 2.8936 -1.6321 4.1190  C3 1.090
11 H 1.8091 -0.4106 3.6667  C3 1.090
12 H -0.1684 -2.9513 4.7235  O4 0.960
13 C 0.3352 4.1805 1.4942  C14 1.579, H17 1.090, H18 1.090, H19 1.090
14 C 1.8632 4.3092 1.8707  C13 1.579, C15 1.578, O16 1.352, H20 1.090
15 C 2.3712 5.8026 1.9084  C14 1.578, H21 1.090, H22 1.090, H23 1.090
16 O 1.9730 3.7389 3.0916  C14 1.352, H24 0.960
17 H -0.2946 4.7370 2.1883  C13 1.090
18 H 0.0775 3.1230 1.5526  C13 1.090
19 H 0.1596 4.5084 0.4697  C13 1.090
20 H 2.4094 3.5801 1.2722  C14 1.090
21 H 3.4313 6.0038 2.0626  C15 1.090
22 H 1.8899 6.3282 2.7331  C15 1.090
23 H 2.1612 6.1950 0.9133  C15 1.090
24 H 1.6175 4.3980 3.6922  O16 0.960
25 C 4.3593 -2.3767 -3.9919  C26 1.562, H29 1.090, H30 1.090, H31 1.090
26 C 2.9482 -1.9019 -3.5203  C25 1.562, C27 1.503, O28 1.408, H32 1.090
27 C 1.6910 -2.5181 -4.0675  C26 1.503, H33 1.090, H34 1.090, H35 1.090
28 O 2.8442 -2.3381 -2.1862  C26 1.408, H36 0.960
29 H 4.5871 -1.9298 -4.9597  C25 1.090
30 H 4.5863 -3.4411 -3.9319  C25 1.090
31 H 5.1908 -1.9479 -3.4325  C25 1.090
32 H 2.7449 -0.8332 -3.4516  C26 1.090
33 H 1.4791 -2.1305 -5.0640  C27 1.090
34 H 0.7934 -2.2940 -3.4912  C27 1.090
35 H 1.8897 -3.5731 -4.2565  C27 1.090
36 H 3.6869 -2.1857 -1.7523  O28 0.960
37 C -2.7940 1.4036 -0.4931  C38 1.501, H41 1.090, H42 1.090, H43 1.090
38 C -3.8648 2.4390 -0.6768  C37 1.501, C39 1.589, O40 1.388, H44 1.090
39 C -4.4148 2.8752 0.7490  C38 1.589, H45 1.090, H46 1.090, H47 1.090
40 O -3.5287 3.5581 -1.4256  C38 1.388, H48 0.960
41 H -1.9607 1.6382 0.1693  C37 1.090
42 H -2.4064 1.1181 -1.4710  C37 1.090
43 H -3.3034 0.5781 0.0042  C37 1.090
44 H -4.5040 1.8513 -1.3358  C38 1.090
45 H -5.1651 3.6267 0.5029  C39 1.090
46 H -3.6031 3.3627 1.2890  C39 1.090
47 H -4.7242 1.9158 1.1636  C39 1.090
48 H -4.3558 3.9951 -1.6415  O40 0.960
49 C -1.1675 -2.8712 -1.4951  C50 1.564, H53 1.090, H54 1.090, H55 1.090
50 C -2.1858 -3.3322 -0.4016  C49 1.564, C51 1.476, O52 1.496, H56 1.090
51 C -3.2000 -2.3846 0.0998  C50 1.476, H57 1.090, H58 1.090, H59 1.090
52 O -2.9577 -4.4601 -1.0098  C50 1.496, H60 0.960
53 H -0.7958 -1.9537 -1.0390  C49 1.090
54 H -1.5604 -2.8398 -2.5113  C49 1.090
55 H -0.3573 -3.6000 -1.4727  C49 1.090
56 H -1.6391 -3.7799 0.4283  C50 1.090
57 H -3.7193 -1.8639 -0.7048  C51 1.090
58 H -2.9081 -1.6926 0.8898  C51 1.090
59 H -3.9819 -2.8924 0.6644  C51 1.090
60 H -2.4118 -4.9103 -1.6586  O52 0.960
61 C 0.7638 0.6229 -1.1330  O62 1.434, H63 1.090, H64 1.090, H65 1.090
62 O 1.5531 -0.3940 -0.5005  C61 1.434, H66 0.960
63 H -0.0225 0.2848 -1.8078  C61 1.090
64 H 0.3109 1.2507 -0.3656  C61 1.090
65 H 1.3990 1.3220 -1.6769  C61 1.090
66 H 1.8160 -1.1534 -1.0257  O62 0.960

---

(b)
Below is a cluster of 6 separate species, C16H44O6 in total, with properties calculated with ωB97M-V/def2-TZVPD.

Properties
Gap between HOMO and LUMO, eV: 10.09
SMILES: CC(C)O.CC(C)O.CC(C)O.CC(C)O.CCO.CCO

Each atom is followed by the atoms it is bonded to, with distances in Å.
Element x y z (Å)
1 C -1.6791 -0.5973 -4.6344  C2 1.472, H5 1.083, H6 1.077, H7 1.092
2 C -1.2159 -1.9935 -4.6830  C1 1.472, C3 1.511, O4 1.441, H8 1.117
3 C -2.2422 -3.0040 -4.2245  C2 1.511, H9 1.090, H10 1.099, H11 1.075
4 O -0.9562 -2.2206 -6.0818  C2 1.441, H12 0.978
5 H -2.3701 -0.4979 -5.4629  C1 1.083
6 H -0.8801 0.0901 -4.8569  C1 1.077
7 H -2.1835 -0.2832 -3.7181  C1 1.092
8 H -0.2952 -2.0951 -4.0590  C2 1.117
9 H -2.5191 -3.0027 -3.1707  C3 1.090
10 H -1.8847 -4.0193 -4.4480  C3 1.099
11 H -3.1175 -2.8453 -4.8284  C3 1.075
12 H -0.6057 -3.1241 -6.2099  O4 0.978
13 C -1.4017 -1.7829 4.2301  C14 1.549, H17 1.100, H18 1.104, H19 1.098
14 C -0.1310 -2.6616 4.3422  C13 1.549, C15 1.556, O16 1.410, H20 1.065
15 C 0.2893 -3.4898 3.0940  C14 1.556, H21 1.106, H22 1.109, H23 1.094
16 O 0.9439 -1.8261 4.7083  C14 1.410, H24 0.952
17 H -2.2507 -2.4593 4.0505  C13 1.100
18 H -1.2958 -1.1123 3.3589  C13 1.104
19 H -1.6375 -1.1944 5.1262  C13 1.098
20 H -0.2591 -3.2832 5.1974  C14 1.065
21 H 1.1197 -4.1993 3.2700  C15 1.106
22 H 0.4915 -2.8646 2.2004  C15 1.109
23 H -0.5919 -4.0413 2.7519  C15 1.094
24 H 0.9876 -1.0930 4.1021  O16 0.952
25 C -2.0028 2.0638 0.9212  C26 1.515, H29 1.100, H30 1.086, H31 1.096
26 C -2.5876 3.4568 0.8063  C25 1.515, C27 1.537, O28 1.452, H32 1.103
27 C -3.3685 3.7632 2.0947  C26 1.537, H33 1.080, H34 1.108, H35 1.079
28 O -1.4444 4.3451 0.6995  C26 1.452, H36 0.957
29 H -2.8015 1.3073 0.9110  C25 1.100
30 H -1.4120 1.9185 1.8203  C25 1.086
31 H -1.3832 1.8457 0.0438  C25 1.096
32 H -3.2737 3.5182 -0.0554  C26 1.103
33 H -4.2688 3.1709 2.1713  C27 1.080
34 H -3.5897 4.8480 2.0471  C27 1.108
35 H -2.7293 3.6032 2.9490  C27 1.079
36 H -1.8466 5.2113 0.7611  O28 0.957
37 C 3.5161 2.1325 -1.3853  C38 1.561, H41 1.106, H42 1.093, H43 1.087
38 C 2.2027 2.4853 -2.1520  C37 1.561, C39 1.487, O40 1.427, H44 1.099
39 C 1.8787 1.6272 -3.3221  C38 1.487, H45 1.093, H46 1.076, H47 1.093
40 O 1.0995 2.4712 -1.2472  C38 1.427, H48 0.949
41 H 3.5354 1.0740 -1.0645  C37 1.106
42 H 3.6821 2.8242 -0.5560  C37 1.093
43 H 4.3795 2.2648 -2.0328  C37 1.087
44 H 2.3389 3.5238 -2.4864  C38 1.099
45 H 0.9143 1.9344 -3.7354  C39 1.093
46 H 1.6778 0.6263 -2.9833  C39 1.076
47 H 2.6899 1.6046 -4.0540  C39 1.093
48 H 1.0335 3.2609 -0.7254  O40 0.949
49 C -0.8031 -2.1208 -0.3618  C50 1.522, H52 1.077, H53 1.094, H54 1.075
50 C -0.1331 -0.9952 -1.1374  C49 1.522, O51 1.449, H55 1.083, H56 1.093
51 O 0.7529 -0.2531 -0.2640  C50 1.449, H57 0.991
52 H -1.3754 -2.8124 -0.9564  C49 1.077
53 H -1.4559 -1.7407 0.4299  C49 1.094
54 H 0.0020 -2.6714 0.0898  C49 1.075
55 H -0.8285 -0.2565 -1.5151  C50 1.083
56 H 0.4325 -1.4088 -1.9757  C50 1.093
57 H 0.8332 0.6930 -0.5485  O51 0.991
58 C 3.7022 0.4755 3.6787  C59 1.514, H61 1.105, H62 1.086, H63 1.096
59 C 3.0410 -0.3688 2.6098  C58 1.514, O60 1.427, H64 1.080, H65 1.117
60 O 1.6683 0.0097 2.5124  C59 1.427, H66 0.948
61 H 3.2352 0.2990 4.6646  C58 1.105
62 H 3.7037 1.5131 3.3569  C58 1.086
63 H 4.7195 0.0873 3.8004  C58 1.096
64 H 3.1138 -1.4126 2.8773  C59 1.080
65 H 3.5013 -0.1488 1.6163  C59 1.117
66 H 1.3358 -0.1689 1.6424  O60 0.948

---

(b) (0.0867 hartree below the next structure)